# C3H3NS2

C3H3NS2 in the gas phase (ωB97M-V/def2-TZVPD, the OMol25 dataset).

CARTESIAN COORDINATES (ANGSTROEM)
C (0.935, 0.079, 0.025)
C (0.770, -1.253, -0.157)
C (-1.443, 0.602, 0.076)
N (-0.180, 0.955, -0.039)
S (-2.952, 0.968, -0.057)
S (-0.739, -1.993, 0.042)
H (1.951, 0.458, 0.123)
H (1.758, -1.696, -0.246)
H (-0.101, 1.879, 0.233)

As for the HOMO energy (alpha / beta): -7.66 / -7.66 eV. The calculation puts the total energy at -26317.44996 eV. For the HOMO-LUMO gap (alpha / beta), the calculation gives 6.737 / 6.738 eV.

Atom charges from the natural (NBO) analysis, given in e for atoms 1 to 2: atom 1 (C): -0.161, atom 2 (C): -0.373